No. 1
Molecular formula: C49H75N17O2PS3
Method: DFT, the ωB97M-V functional and the def2-TZVPD basis

The geometry in XYZ format:
```
147
Properties=species:S:1:pos:R:3:mulliken_charge:R:1
C -2.686 2.961 -0.018 -0.53
C -1.925 2.241 1.181 -0.47
N -0.880 3.096 1.839 0.14
C -0.495 2.311 3.068 -0.33
C 0.464 1.074 2.719 -0.88
C -1.419 4.411 2.209 0.12
S -2.868 4.510 3.032 -0.13
S -0.538 6.004 1.840 -0.20
C 0.089 5.917 0.098 0.30
C -0.031 7.273 -0.713 -0.56
C 0.269 7.069 -2.294 -0.79
C 1.072 5.737 -2.482 0.28
N 0.529 4.433 -2.536 -0.42
C 1.514 3.423 -2.666 0.44
N 1.369 2.083 -2.712 0.21
C -0.120 1.733 -2.646 -0.20
C -0.484 0.214 -2.442 0.18
N 0.110 -0.440 -1.245 -0.30
N -0.363 -0.634 -3.681 -0.56
N -1.979 0.196 -2.162 -0.60
P 2.658 0.890 -2.829 0.28
S 3.338 0.443 -1.039 -0.31
N 2.720 4.162 -2.739 0.50
C 4.139 3.854 -2.916 -0.70
O 4.758 3.230 -1.766 -0.14
O 5.977 2.686 -2.100 -0.31
N 2.457 5.490 -2.633 -0.37
H -2.987 2.191 -0.802 0.02
H -2.066 3.752 -0.534 -0.33
H -3.660 3.418 0.359 0.52
H -2.729 1.902 1.920 0.31
H -1.468 1.269 0.789 0.29
H -1.391 1.883 3.611 0.19
H 0.070 2.958 3.804 0.51
H 1.244 1.002 3.543 0.25
H -0.084 0.075 2.733 0.24
H 1.016 1.194 1.741 0.13
H 1.167 5.545 0.164 0.30
H -0.550 5.129 -0.425 -0.46
H 0.747 7.999 -0.341 0.36
H -1.092 7.648 -0.644 0.33
H 0.727 7.974 -2.783 0.41
H -0.753 6.897 -2.768 0.28
H -0.530 2.302 -1.743 -0.01
H -0.672 2.180 -3.540 0.47
H 0.264 0.313 -0.554 -0.12
H -0.589 -1.053 -0.809 0.41
H 0.164 -0.062 -4.349 0.36
H 0.203 -1.444 -3.404 0.24
H -2.411 0.872 -2.821 0.12
H -2.062 0.683 -1.250 0.03
H 3.730 1.282 -3.718 0.07
H 2.216 -0.378 -3.362 0.04
H 4.683 4.855 -3.036 0.33
H 4.363 3.303 -3.893 0.47
H 5.795 2.036 -2.816 0.31
H 3.112 6.275 -2.649 0.33
N 1.251 -1.637 5.445 0.06
C -0.045 -1.782 5.862 -0.67
C -0.527 -2.957 5.342 -0.07
C 0.519 -3.546 4.588 -0.65
C 1.605 -2.710 4.671 -0.60
H 1.851 -0.862 5.672 0.22
H -0.511 -1.039 6.490 0.38
H -1.521 -3.351 5.489 0.44
H 0.481 -4.478 4.044 0.49
H 2.594 -2.785 4.248 0.41
N -4.653 3.855 6.633 0.01
C -3.662 3.079 6.093 -0.63
C -3.035 2.418 7.120 -0.07
C -3.676 2.805 8.324 -0.84
C -4.672 3.690 7.992 -0.44
H -5.271 4.453 6.112 0.20
H -3.489 3.065 5.028 0.42
H -2.209 1.731 7.017 0.52
H -3.435 2.473 9.323 0.41
H -5.388 4.216 8.603 0.41
N 8.350 2.464 -0.314 0.11
C 9.072 3.481 -0.880 -0.23
C 10.337 3.449 -0.348 -0.60
C 10.382 2.369 0.569 -0.34
C 9.143 1.779 0.567 -0.61
H 7.386 2.253 -0.515 0.21
H 8.623 4.138 -1.609 0.35
H 11.141 4.126 -0.593 0.38
H 11.227 2.059 1.163 0.39
H 8.757 0.933 1.115 0.37
N -4.458 -0.752 6.368 0.06
C -4.275 -2.046 5.959 -1.14
C -4.264 -2.059 4.586 -0.02
C -4.441 -0.722 4.151 -0.82
C -4.554 0.062 5.273 -0.56
H -4.511 -0.446 7.325 0.25
H -4.171 -2.844 6.678 0.43
H -4.141 -2.932 3.964 0.72
H -4.480 -0.372 3.130 0.51
H -4.695 1.122 5.385 0.52
N 2.986 -5.002 -3.649 0.12
C 2.880 -3.868 -2.887 -0.75
C 3.775 -2.947 -3.374 -0.24
C 4.441 -3.544 -4.474 -0.63
C 3.932 -4.810 -4.621 -0.82
H 2.452 -5.845 -3.516 0.27
H 2.182 -3.816 -2.066 0.55
H 3.932 -1.953 -2.983 0.65
H 5.207 -3.098 -5.089 0.43
H 4.161 -5.590 -5.331 0.47
N 1.518 -4.327 -7.055 0.11
C 1.628 -5.657 -7.357 -0.38
C 1.612 -5.784 -8.724 -0.51
C 1.493 -4.481 -9.267 -0.43
C 1.440 -3.602 -8.214 -0.46
H 1.498 -3.942 -6.125 0.15
H 1.707 -6.397 -6.576 0.38
H 1.679 -6.711 -9.272 0.40
H 1.452 -4.216 -10.312 0.39
H 1.353 -2.527 -8.189 0.35
N -5.095 -5.490 2.563 0.06
C -5.605 -6.694 2.157 -0.51
C -6.884 -6.482 1.707 -0.38
C -7.154 -5.096 1.841 -0.55
C -6.032 -4.510 2.369 -0.16
H -4.175 -5.347 2.943 0.18
H -5.016 -7.595 2.225 0.37
H -7.551 -7.238 1.324 0.38
H -8.069 -4.586 1.580 0.38
H -5.819 -3.484 2.623 0.25
N -5.393 1.792 -2.622 0.06
C -6.454 2.350 -1.962 -0.59
C -6.618 3.630 -2.431 -0.34
C -5.622 3.850 -3.415 -0.49
C -4.882 2.698 -3.513 -0.51
H -5.043 0.860 -2.475 0.22
H -6.999 1.791 -1.218 0.39
H -7.372 4.330 -2.105 0.43
H -5.464 4.751 -3.988 0.44
H -4.039 2.445 -4.138 0.39
N 1.590 -7.147 0.193 -0.03
C 2.221 -7.932 1.120 -0.47
C 3.572 -7.852 0.893 -0.58
C 3.765 -6.982 -0.209 -0.18
C 2.525 -6.561 -0.618 -0.44
H 0.595 -7.021 0.120 0.19
H 1.655 -8.478 1.858 0.39
H 4.337 -8.362 1.458 0.41
H 4.707 -6.697 -0.653 0.44
H 2.228 -5.899 -1.412 0.20
```

Output
Kohn-Sham gap: 5.613 eV
charge: +1



No. 2
Molecular formula: C49H76F3N10O
Method: DFT, the ωB97M-V functional and the def2-TZVPD basis

The geometry in XYZ format:
```
139
Properties=species:S:1:pos:R:3:mulliken_charge:R:1
F 4.704 -2.311 -0.572 -0.28
C 5.401 -2.214 -1.746 0.91
F 6.202 -1.109 -1.823 -0.23
F 6.265 -3.309 -1.778 -0.29
C 4.430 -2.309 -3.002 -0.63
O 3.072 -2.131 -2.616 -0.30
C 2.155 -2.724 -3.543 -0.42
C 1.273 -1.632 -4.284 -1.24
C 0.028 -1.176 -3.453 0.87
C -0.027 0.204 -3.020 -1.01
N -1.129 0.689 -2.307 0.30
C -2.212 -0.048 -1.940 -0.72
C -2.252 -1.466 -2.335 0.64
C -3.434 -2.286 -1.965 -0.77
C -3.508 -3.682 -2.385 -0.82
C -2.350 -4.250 -3.153 0.06
C -1.166 -3.480 -3.502 -0.88
C -1.131 -2.055 -3.100 1.20
H 4.648 -3.314 -3.464 0.37
H 4.679 -1.474 -3.722 0.23
H 1.504 -3.446 -2.985 0.41
H 2.703 -3.288 -4.343 0.31
H 0.982 -1.946 -5.330 0.44
H 1.924 -0.727 -4.407 0.38
H 0.800 0.915 -3.275 0.36
H -1.117 1.689 -2.056 0.22
H -3.041 0.469 -1.387 0.57
H -4.272 -1.858 -1.371 0.32
H -4.403 -4.315 -2.149 0.74
H -2.397 -5.318 -3.484 0.21
H -0.337 -3.983 -4.052 0.41
C 5.190 -5.060 0.677 -0.73
C 6.210 -4.920 1.801 -0.45
C 6.671 -6.270 2.358 -0.45
C 5.509 -7.014 2.916 0.24
N 4.610 -7.586 3.347 -0.42
H 4.274 -5.543 1.024 0.40
H 4.913 -4.077 0.291 -0.08
H 5.597 -5.647 -0.151 0.32
H 5.774 -4.319 2.603 0.31
H 7.080 -4.374 1.427 0.30
H 7.408 -6.119 3.149 0.30
H 7.135 -6.871 1.573 0.28
C -6.927 -3.772 -6.005 -1.17
C -5.687 -4.622 -6.260 -0.43
C -5.699 -5.943 -5.487 -0.28
C -5.748 -5.678 -4.025 0.32
N -5.786 -5.469 -2.895 -0.62
H -7.004 -3.477 -4.956 0.33
H -6.888 -2.856 -6.598 0.35
H -7.836 -4.314 -6.278 0.30
H -4.798 -4.044 -5.989 0.24
H -5.616 -4.837 -7.329 0.36
H -4.800 -6.520 -5.711 0.14
H -6.567 -6.545 -5.768 0.38
C 7.663 1.860 -2.612 -1.08
C 7.801 3.371 -2.473 -0.48
C 6.514 4.041 -1.983 -0.36
C 5.408 3.790 -2.947 0.23
N 4.555 3.596 -3.692 -0.44
H 6.910 1.591 -3.356 0.31
H 8.609 1.419 -2.935 0.38
H 7.384 1.403 -1.659 0.28
H 8.093 3.791 -3.440 0.31
H 8.608 3.593 -1.771 0.32
H 6.664 5.118 -1.886 0.29
H 6.228 3.650 -1.004 0.28
C -0.434 2.918 1.632 -1.24
C -0.849 4.374 1.436 -0.15
C -1.994 4.538 0.434 -0.17
C -1.585 4.023 -0.899 0.21
N -1.268 3.621 -1.930 -0.62
H -0.054 2.479 0.706 0.28
H 0.363 2.848 2.374 0.39
H -1.276 2.313 1.979 0.30
H 0.019 4.948 1.102 0.22
H -1.158 4.789 2.397 0.26
H -2.261 5.593 0.340 0.33
H -2.879 3.993 0.769 0.08
C 0.975 6.433 5.721 -1.25
C 1.856 6.708 4.507 0.09
C 1.376 7.905 3.681 -0.52
C 0.001 7.655 3.171 0.27
N -1.062 7.462 2.777 -0.47
H -0.046 6.175 5.428 0.35
H 1.370 5.592 6.294 0.36
H 0.934 7.304 6.381 0.32
H 1.883 5.813 3.879 0.24
H 2.878 6.894 4.843 -0.04
H 2.044 8.069 2.834 0.31
H 1.371 8.813 4.288 0.33
C -7.061 -1.356 0.650 -1.24
C -7.346 -0.008 1.305 -0.41
C -6.943 1.185 0.440 -0.21
C -5.481 1.147 0.173 0.24
N -4.349 1.118 -0.028 -0.56
H -5.992 -1.500 0.473 0.24
H -7.394 -2.169 1.297 0.39
H -7.584 -1.446 -0.306 0.33
H -6.822 0.039 2.263 0.33
H -8.414 0.057 1.520 0.36
H -7.190 2.115 0.955 0.00
H -7.479 1.173 -0.512 0.37
C -5.574 4.744 5.404 -1.31
C -5.431 4.513 3.904 -0.24
C -6.779 4.429 3.182 -0.33
C -7.578 3.293 3.721 0.22
N -8.200 2.418 4.146 -0.46
H -6.097 3.918 5.890 0.37
H -4.592 4.826 5.871 0.35
H -6.125 5.666 5.607 0.32
H -4.865 3.591 3.740 0.23
H -4.846 5.329 3.472 0.30
H -6.622 4.277 2.112 0.24
H -7.343 5.355 3.314 0.35
C -1.918 -8.417 -1.087 -0.94
C -2.316 -9.527 -2.054 -0.42
C -1.686 -9.364 -3.440 -0.49
C -2.123 -8.081 -4.051 0.27
N -2.461 -7.086 -4.520 -0.56
H -2.262 -7.439 -1.433 0.16
H -2.366 -8.589 -0.107 0.33
H -0.833 -8.375 -0.962 0.31
H -3.406 -9.546 -2.143 0.30
H -2.011 -10.489 -1.636 0.32
H -1.988 -10.187 -4.091 0.29
H -0.596 -9.372 -3.370 0.30
C 6.104 6.878 6.884 -0.86
C 7.119 5.797 6.526 -0.46
C 7.434 5.747 5.029 -0.42
C 6.197 5.451 4.256 0.26
N 5.239 5.223 3.662 -0.42
H 5.139 6.697 6.405 0.09
H 5.932 6.896 7.961 0.33
H 6.460 7.866 6.580 0.31
H 6.736 4.828 6.856 0.29
H 8.044 5.981 7.078 0.31
H 8.173 4.970 4.825 0.29
H 7.845 6.701 4.691 0.28
```

Output
Kohn-Sham gap: 8.097 eV
charge: +1



No. 3
Molecular formula: C49H79CaClFN5O8S3Si
Method: DFT, the ωB97M-V functional and the def2-TZVPD basis

The geometry in XYZ format:
```
148
Properties=species:S:1:pos:R:3:mulliken_charge:R:1
Ca 0.154 -0.265 -0.569 1.22
C -4.276 -6.878 -1.196 -1.06
C -2.839 -6.980 -0.711 -1.12
N -2.294 -5.690 -0.287 0.27
C -1.571 -4.956 -1.174 -0.20
C -1.068 -3.715 -0.974 -0.08
C -0.326 -3.093 -2.169 -0.38
O -0.159 -3.825 -3.146 -0.86
O 0.002 -1.885 -2.011 0.11
C -1.287 -3.089 0.301 0.35
O -0.927 -1.963 0.658 0.06
C -2.057 -3.896 1.274 0.50
C -2.288 -3.354 2.532 1.14
C -3.021 -4.048 3.450 0.22
F -3.192 -3.539 4.685 -0.39
C -3.590 -5.285 3.141 -1.61
C -3.360 -5.830 1.898 -0.48
C -2.567 -5.161 0.956 0.46
N -4.414 -6.013 4.048 0.46
C -3.885 -7.261 4.577 -0.64
C -5.052 -8.263 4.651 -0.76
N -6.326 -7.454 4.658 -0.16
C -6.215 -6.313 5.632 -0.69
C -5.194 -5.309 5.057 -0.66
H -4.652 -7.861 -1.489 0.40
H -4.339 -6.218 -2.062 0.34
H -4.933 -6.471 -0.424 0.30
H -2.194 -7.345 -1.505 0.50
H -2.738 -7.689 0.112 0.46
H -1.381 -5.408 -2.143 0.58
H -1.855 -2.391 2.774 -1.34
H -3.837 -6.771 1.650 0.62
H -3.436 -7.120 5.568 0.32
H -3.111 -7.648 3.921 0.49
H -5.044 -8.863 5.557 0.38
H -5.102 -8.916 3.784 0.41
H -7.137 -8.037 4.839 0.30
H -6.409 -7.043 3.728 0.39
H -5.890 -6.750 6.572 0.35
H -7.201 -5.877 5.768 0.38
H -4.596 -4.917 5.881 0.40
H -5.704 -4.471 4.587 0.51
C 1.308 -0.398 5.653 -1.63
C 0.383 -0.849 4.527 2.02
C -1.080 -0.734 4.969 -1.43
C 0.708 -2.288 4.134 -1.25
O 0.604 -0.089 3.340 0.50
Si 0.773 1.547 3.096 -2.44
S 0.615 1.993 1.118 0.20
O -0.369 2.210 4.104 0.64
C -0.502 3.545 4.614 1.83
C 0.337 3.678 5.881 -1.56
C -1.978 3.707 4.955 -1.67
C -0.083 4.588 3.582 -1.29
O 2.204 2.042 3.802 0.52
C 3.557 1.990 3.338 2.04
C 3.821 3.180 2.419 -1.33
C 4.416 2.085 4.592 -2.15
C 3.852 0.680 2.608 -1.38
H 1.159 -1.026 6.538 0.56
H 1.113 0.643 5.924 0.12
H 2.353 -0.479 5.341 0.19
H -1.317 -1.492 5.725 0.58
H -1.745 -0.874 4.110 0.08
H -1.285 0.255 5.372 0.03
H 0.429 -2.990 4.928 0.40
H 1.775 -2.395 3.927 0.25
H 0.178 -2.549 3.215 0.00
H -0.001 2.957 6.632 0.26
H 0.236 4.684 6.300 0.50
H 1.388 3.488 5.659 0.06
H -2.287 2.921 5.650 0.32
H -2.588 3.630 4.053 0.17
H -2.164 4.679 5.423 0.41
H 0.990 4.526 3.379 0.07
H -0.308 5.593 3.953 0.55
H -0.608 4.426 2.639 0.12
H 3.667 4.115 2.964 0.44
H 3.126 3.149 1.577 -0.16
H 4.849 3.167 2.042 0.48
H 4.152 2.984 5.154 0.39
H 5.480 2.134 4.338 0.35
H 4.248 1.215 5.233 0.40
H 3.261 0.596 1.693 0.08
H 3.613 -0.182 3.242 0.16
H 4.922 0.652 2.358 0.76
C -2.952 3.038 0.801 -1.10
C -3.171 1.701 1.464 0.68
O -3.503 0.758 0.455 -0.36
C -3.780 -0.515 0.974 0.87
C -4.048 -1.452 -0.182 -1.07
H -2.841 3.822 1.554 0.31
H -3.803 3.288 0.164 0.42
H -2.048 3.022 0.193 -0.04
H -3.991 1.748 2.196 0.37
H -2.265 1.381 1.993 -0.40
H -4.648 -0.471 1.651 0.42
H -2.923 -0.870 1.568 -0.60
H -4.878 -1.077 -0.785 0.45
H -4.304 -2.454 0.179 0.33
H -3.173 -1.522 -0.833 -0.17
Cl -0.372 3.868 -2.430 -0.19
C -0.312 2.677 -3.724 0.87
C 0.255 3.070 -4.924 -0.55
C 0.351 2.182 -5.989 -0.72
C -0.126 0.881 -5.789 -0.68
C -0.677 0.496 -4.587 -0.43
C -0.839 1.382 -3.475 0.89
C -1.439 0.963 -2.261 -2.37
H 0.618 4.089 -5.014 0.39
H 0.785 2.492 -6.933 0.35
H -0.061 0.150 -6.590 0.35
H -1.027 -0.525 -4.460 0.20
H -2.037 0.052 -2.336 0.26
H -1.851 1.720 -1.600 0.69
S 2.502 -2.225 0.850 -0.01
C 4.002 -2.865 0.674 -0.35
N 5.091 -2.005 0.750 0.23
C 6.372 -2.382 0.608 0.10
C 6.656 -3.686 0.374 -0.85
C 5.534 -4.550 0.299 0.01
N 4.291 -4.193 0.437 -0.54
H 4.849 -1.038 0.924 -0.14
H 7.112 -1.598 0.687 0.43
H 7.667 -4.039 0.249 0.38
H 5.703 -5.609 0.109 0.41
C 3.290 4.573 -1.429 -0.77
C 4.218 3.554 -2.087 -0.58
C 3.995 2.130 -1.576 0.05
S 2.419 1.494 -2.156 1.08
O 2.210 0.207 -1.367 -0.62
C 2.865 0.950 -3.826 -0.26
C 3.048 -0.558 -3.922 -0.08
C 4.286 -1.090 -3.212 -0.88
H 3.408 5.557 -1.888 0.42
H 3.514 4.667 -0.362 0.13
H 2.239 4.287 -1.523 0.08
H 5.262 3.818 -1.900 0.46
H 4.099 3.578 -3.176 0.24
H 3.895 2.109 -0.487 -0.49
H 4.785 1.437 -1.879 0.49
H 3.770 1.505 -4.102 0.78
H 2.053 1.285 -4.476 -0.67
H 3.077 -0.801 -4.987 0.60
H 2.156 -1.048 -3.524 -0.10
H 5.195 -0.573 -3.539 0.32
H 4.419 -2.156 -3.413 0.46
H 4.187 -0.969 -2.131 -0.23
```

Output
Kohn-Sham gap: 2.481 eV
relative energy (zero: lowest compared OMol25 entry of this formula, charge and spin): 15.0 kJ/mol
charge: 0



Quick rundown of highest occupied orbital energy, same order as above: -9.37, -11.08, -4.39 eV
Quick rundown of lowest unoccupied orbital energy, same order as above: -3.752, -2.982, -1.906 eV